The following is a quantum chemistry calculation of a 2-piece molecular cluster, CH4Br2Si overall in a non-equilibrium geometry, from the Open Molecules 2025 dataset.

```
8
Properties=species:S:1:pos:R:3:forces:R:3:mulliken_spin:R:1
C -1.4086 0.3583 -0.6329 -0.3 3.7 -1.5 0.90
Si 1.1039 -0.4824 0.5629 -0.1 1.0 -0.8 0.76
Br 1.4812 0.4819 2.4331 0.5 0.9 1.3 0.10
Br 2.4510 0.0700 -1.0983 0.3 -0.1 0.0 0.10
H -1.0663 0.2548 -1.6717 0.0 -0.1 0.6 0.03
H -2.1188 -0.2962 -0.2711 -1.2 -1.6 0.8 0.04
H -1.5211 1.4332 -0.2637 0.5 -1.6 -0.4 0.02
H 1.0786 -1.8197 0.9416 0.3 -2.1 0.1 0.06
```
Positions in Å, forces in eV/Å.

Computed properties:
- Net charge: 0
- Energy relative to the best compared isomer or geometry (same formula, charge and spin): 0.258 eV
- Highest occupied orbital energy (alpha / beta): -6.6279 / -10.8697 eV
- Gap between HOMO and LUMO (alpha / beta): 0.268 / 0.325 hartree
- DFT total energy: -5477.936225 Ha
- ⟨S²⟩: 2.00
- 2S+1: 3



The following is a quantum chemistry calculation of CH4BrCoO as an isolated structure in a non-equilibrium geometry, from the Open Molecules 2025 dataset.

```
8
Properties=species:S:1:pos:R:3:forces:R:3:mulliken_spin:R:1
Co 1.7834 2.9261 -2.4181 0.5 -2.0 1.3 2.62
Br 2.2185 0.9969 -1.1267 -0.4 2.1 -1.4 0.38
C -0.7507 -0.7074 0.9089 -0.6 1.1 1.4 0.00
O -0.6561 -1.0373 -0.4447 0.1 -0.5 -0.4 0.00
H -1.6611 -1.1394 1.3261 0.0 -0.2 -0.3 0.00
H 0.0567 -0.9948 1.5929 0.3 -0.4 -0.6 0.00
H -0.8753 0.3724 1.0925 0.0 0.0 -0.3 0.00
H -0.1153 -0.4165 -0.9309 0.1 0.1 0.2 0.00
```
Positions in Å, forces in eV/Å.

Computed properties:
- Net charge: +1
- Energy relative to the best compared isomer or geometry (same formula, charge and spin): 0.323 eV
- Highest occupied orbital energy (alpha / beta): -13.1161 / -13.1031 eV
- Gap between HOMO and LUMO (alpha / beta): 0.189 / 0.144 hartree
- DFT total energy: -4072.093025 Ha
- ⟨S²⟩: 3.76
- 2S+1: 4



The following is a quantum chemistry calculation of an isolated ion of composition CH4BrN2 and charge +1 in a non-equilibrium geometry, from the Open Molecules 2025 dataset.

```
8
Properties=species:S:1:pos:R:3:forces:R:3:nbo_charge:R:1
N -0.2020 -0.9465 0.0391 3.9 1.3 -1.0 -0.68
C 0.0156 0.3227 -0.0707 -0.9 1.2 1.1 0.37
N 1.1579 0.8896 0.0343 3.2 -2.2 -0.7 -0.57
Br 2.8393 -0.0929 -0.0073 -1.7 1.0 0.2 0.32
H -1.0885 -1.1927 0.1145 -4.8 -2.0 0.2 0.42
H 0.5581 -1.6068 0.0266 0.0 -0.3 0.2 0.44
H -0.7695 1.1046 -0.1019 -0.2 -1.1 0.0 0.25
H 1.2069 1.8283 0.2815 0.4 2.0 0.1 0.44
```
Positions in Å, forces in eV/Å.

Computed properties:
- Net charge: +1
- Energy relative to the best compared isomer or geometry (same formula, charge and spin): 1.394 eV
- Highest occupied orbital energy: -15.5696 eV
- SMILES: [NH2+]=CNBr
- Gap between HOMO and LUMO: 0.371 hartree
- DFT total energy: -2723.731909 Ha



The following is a quantum chemistry calculation of an isolated ion of composition CH4BrN2 and charge +1, from the Open Molecules 2025 dataset.

```
8
Properties=species:S:1:pos:R:3:forces:R:3:nbo_charge:R:1
C 0.2869 -1.0491 0.7667 0.5 -0.4 0.3 0.35
N -0.1861 1.7750 -0.5255 0.3 0.3 0.4 -0.88
N 0.5133 -2.1941 0.7669 -0.3 0.4 -0.2 -0.46
Br -0.8261 0.1193 -1.0019 -0.3 -0.1 -0.3 0.43
H 0.4803 -0.1629 1.3382 -0.1 0.6 0.1 0.27
H -0.9709 2.3768 -0.2808 0.0 -0.2 -0.1 0.40
H 0.3981 -3.0493 0.2566 0.0 -0.4 -0.1 0.47
H 0.3046 2.1843 -1.3202 -0.1 -0.2 0.0 0.41
```
Positions in Å, forces in eV/Å.

Computed properties:
- Net charge: +1
- Energy relative to the best compared isomer or geometry (same formula, charge and spin): 3.466 eV
- Highest occupied orbital energy: -14.9113 eV
- Gap between HOMO and LUMO: 0.361 hartree
- DFT total energy: -2723.655762 Ha



The following is a quantum chemistry calculation of one molecule with the formula CH4BrNO in a non-equilibrium geometry, from the Open Molecules 2025 dataset.

```
8
Properties=species:S:1:pos:R:3:forces:R:3:mulliken_spin:R:1
C -0.3998 -0.9594 -0.5630 -0.4 0.3 0.9 0.02
N 0.3967 1.0410 0.3239 6.2 -1.3 -2.1 0.83
O 0.3747 -0.3213 0.4772 0.1 0.2 -0.7 0.07
Br -0.2769 1.9890 1.8432 -2.2 2.6 3.5 1.05
H -0.6675 -1.9461 -0.0263 -0.2 1.6 -1.6 0.00
H 0.1866 -1.0403 -1.4781 0.3 -0.6 0.1 -0.01
H -1.1677 -0.1831 -0.8297 -0.2 -1.5 0.5 0.01
H 1.5540 1.4202 0.2528 -3.7 -1.3 -0.6 0.04
```
Positions in Å, forces in eV/Å.

Computed properties:
- Net charge: 0
- Energy relative to the best compared isomer or geometry (same formula, charge and spin): 1.804 eV
- Highest occupied orbital energy (alpha / beta): -6.2330 / -10.2446 eV
- Gap between HOMO and LUMO (alpha / beta): 0.263 / 0.281 hartree
- DFT total energy: -2744.258192 Ha
- ⟨S²⟩: 2.01
- 2S+1: 3



The following is a quantum chemistry calculation of one molecule with the formula CH4BrNO in a non-equilibrium geometry, from the Open Molecules 2025 dataset.

```
8
Properties=species:S:1:pos:R:3:forces:R:3:mulliken_spin:R:1
C -0.9173 0.5237 -0.3926 -0.7 -0.3 2.8 0.01
N 0.7617 -1.0035 0.3331 -3.0 -0.9 3.3 0.90
O -0.2272 -0.1807 0.7509 -2.1 -1.0 -1.1 0.22
Br 2.4105 -0.0136 -0.1951 4.4 2.3 -2.1 0.90
H -0.0579 0.8172 -0.8953 0.8 1.4 -1.6 0.00
H -1.5174 1.2932 0.1726 0.9 -0.5 -1.0 0.00
H -1.6040 -0.0794 -1.0037 0.5 -0.4 0.5 0.00
H 1.1515 -1.3569 1.2300 -0.8 -0.6 -0.8 -0.03
```
Positions in Å, forces in eV/Å.

Computed properties:
- Net charge: 0
- Energy relative to the best compared isomer or geometry (same formula, charge and spin): 0.973 eV
- Highest occupied orbital energy (alpha / beta): -6.5046 / -9.7515 eV
- Gap between HOMO and LUMO (alpha / beta): 0.272 / 0.268 hartree
- DFT total energy: -2744.288759 Ha
- ⟨S²⟩: 2.01
- 2S+1: 3



The following is a quantum chemistry calculation of CH4BrOP as an isolated structure in a non-equilibrium geometry, from the Open Molecules 2025 dataset.

```
8
Properties=species:S:1:pos:R:3:forces:R:3:nbo_charge:R:1
C -0.5704 -0.1584 0.2108 2.4 1.8 1.1 -0.09
O -0.1107 -1.3777 -0.2243 0.7 2.1 -2.0 -0.70
P 0.9698 1.5307 -0.0247 -2.2 -1.8 0.7 0.22
Br -2.3654 0.3194 -0.3521 0.3 0.1 -0.3 -0.01
H -0.5914 -0.1461 1.2933 -0.4 0.0 0.1 0.16
H -0.4258 -1.9941 0.3819 -0.8 -2.0 1.5 0.47
H 2.0959 0.6983 0.0256 0.3 -0.4 0.8 -0.02
H 0.9979 1.1279 -1.3106 -0.3 0.2 -2.0 -0.02
```
Positions in Å, forces in eV/Å.

Computed properties:
- Net charge: 0
- Energy relative to the best compared isomer or geometry (same formula, charge and spin): 1.599 eV
- Highest occupied orbital energy: -9.4287 eV
- Gap between HOMO and LUMO: 0.353 hartree
- DFT total energy: -3031.024815 Ha



The following is a quantum chemistry calculation of one molecule with the formula CH4BrOP in a non-equilibrium geometry, from the Open Molecules 2025 dataset.

```
8
Properties=species:S:1:pos:R:3:forces:R:3:nbo_charge:R:1
O -0.3383 -1.3252 0.7919 -0.5 0.6 0.4 -0.65
C 0.0441 -0.4188 -0.0787 1.2 2.4 -0.5 0.02
P -0.5970 1.2302 0.4851 -0.9 -0.2 0.0 0.33
Br 2.3953 -0.0443 0.3150 -1.9 -0.4 -0.5 -0.35
H 0.1659 -2.0753 0.5676 0.7 -2.3 -0.1 0.49
H -0.0233 -0.6464 -1.1620 0.7 -0.2 0.7 0.20
H -0.0123 2.0740 -0.4224 1.1 0.4 -0.5 -0.01
H -1.6344 1.2058 -0.4966 -0.4 -0.2 0.5 -0.03
```
Positions in Å, forces in eV/Å.

Computed properties:
- Net charge: 0
- Energy relative to the best compared isomer or geometry (same formula, charge and spin): 1.115 eV
- Highest occupied orbital energy: -9.8523 eV
- SMILES: O[C@@H](P)Br
- Gap between HOMO and LUMO: 0.347 hartree
- DFT total energy: -3031.042615 Ha



The following is a quantum chemistry calculation of a 2-piece molecular cluster, CH4BrP overall in a non-equilibrium geometry, from the Open Molecules 2025 dataset.

```
7
Properties=species:S:1:pos:R:3:forces:R:3:nbo_charge:R:1
C -0.4768 -0.6272 -0.3617 -0.3 -3.3 -1.3 -0.83
P 0.5501 0.5365 -1.3520 -0.1 0.4 0.6 0.50
Br -0.9601 0.6105 -2.9154 -0.6 0.6 -1.5 -0.22
H 0.0152 -1.4887 0.2195 -0.8 2.0 -0.5 0.25
H -1.1316 -1.9145 -1.5970 1.2 2.8 2.5 0.12
H -1.3112 -0.0296 0.0295 0.0 -1.2 0.2 0.22
H 0.0334 1.8175 -0.7906 0.6 -1.3 -0.1 -0.03
```
Positions in Å, forces in eV/Å.

Computed properties:
- Net charge: 0
- Energy relative to the best compared isomer or geometry (same formula, charge and spin): 3.633 eV
- Highest occupied orbital energy: -9.4245 eV
- Gap between HOMO and LUMO: 0.326 hartree
- DFT total energy: -2955.735276 Ha



The following is a quantum chemistry calculation of one molecule with the formula CH4BrP in a non-equilibrium geometry, from the Open Molecules 2025 dataset.

```
7
Properties=species:S:1:pos:R:3:forces:R:3:nbo_charge:R:1
C 0.8625 -0.2877 -0.2974 -2.6 1.9 0.4 -0.76
P -0.8706 1.0685 -0.0009 2.8 -1.3 -0.4 0.39
Br -2.4774 -0.4021 -0.0802 -0.6 -0.6 -0.1 -0.23
H 1.6587 0.3389 -0.6649 0.2 0.1 -0.1 0.21
H 0.5164 -1.0061 -1.0266 0.0 -0.1 -0.1 0.22
H 1.0636 -0.7246 0.6677 0.1 -0.1 0.1 0.21
H -0.7532 1.0132 1.4023 0.1 0.1 0.1 -0.04
```
Positions in Å, forces in eV/Å.

Computed properties:
- Net charge: 0
- Energy relative to the best compared isomer or geometry (same formula, charge and spin): 0.657 eV
- Highest occupied orbital energy: -9.2144 eV
- SMILES: CPBr
- Gap between HOMO and LUMO: 0.364 hartree
- DFT total energy: -2955.844634 Ha